(1)
{"formula": "C44H82O25S8", "method": "ωB97M-V/def2-TZVPD", "species": ["C", "C", "C", "O", "C", "O", "O", "H", "H", "H", "H", "H", "H", "C", "C", "C", "O", "C", "O", "O", "H", "H", "H", "H", "H", "H", "C", "C", "C", "O", "C", "O", "O", "H", "H", "H", "H", "H", "H", "C", "C", "C", "S", "O", "O", "C", "H", "H", "H", "H", "H", "H", "H", "H", "C", "C", "C", "S", "O", "O", "C", "H", "H", "H", "H", "H", "H", "H", "H", "C", "C", "C", "S", "O", "O", "C", "H", "H", "H", "H", "H", "H", "H", "H", "C", "C", "C", "S", "O", "O", "C", "H", "H", "H", "H", "H", "H", "H", "H", "C", "C", "C", "S", "O", "O", "C", "H", "H", "H", "H", "H", "H", "H", "H", "C", "C", "C", "S", "O", "O", "C", "H", "H", "H", "H", "H", "H", "H", "H", "C", "C", "C", "S", "O", "O", "C", "H", "H", "H", "H", "H", "H", "H", "H", "C", "C", "C", "S", "O", "O", "C", "H", "H", "H", "H", "H", "H", "H", "H"], "xyz": [[-1.682873, 7.306099, -1.437976], [-2.697453, 6.168239, -1.286456], [-2.195023, 4.787429, -1.031656], [-2.759623, 4.411329, 0.178694], [-3.608873, 5.387129, 0.557514], [-4.409913, 5.333389, 1.480504], [-3.431803, 6.429889, -0.138566], [-2.267863, 8.220569, -1.339776], [-1.142553, 7.293769, -2.384546], [-0.976193, 7.242549, -0.610536], [-3.309363, 6.115779, -2.186956], [-1.108173, 4.772539, -0.950256], [-2.448493, 4.232979, -1.935226], [-5.812643, 0.941959, -5.873146], [-5.949483, 0.997189, -4.364366], [-4.828873, 0.203039, -3.732236], [-4.245223, 1.135219, -2.843726], [-4.807693, 2.306449, -2.862546], [-4.530343, 3.182659, -2.053146], [-5.740243, 2.313009, -3.859716], [-6.017793, -0.077831, -6.198766], [-4.868363, 1.289509, -6.292256], [-6.586763, 1.613139, -6.245106], [-6.930003, 0.573049, -4.148066], [-4.143173, -0.160951, -4.497366], [-5.237823, -0.663251, -3.212236], [4.515187, -4.092381, 5.816664], [3.613127, -4.274641, 4.524454], [2.359237, -5.072931, 4.779024], [1.371357, -4.442631, 3.991984], [1.749917, -3.174131, 3.862434], [1.017127, -2.253781, 3.456964], [2.981037, -3.015441, 4.374244], [5.236697, -4.897911, 5.680134], [3.927797, -4.298491, 6.711424], [5.143017, -3.203601, 5.753514], [4.161427, -4.750311, 3.711304], [2.295137, -5.213461, 5.858024], [2.360827, -6.131411, 4.518804], [6.740897, 0.138559, 1.176744], [5.580357, 0.004669, 2.209614], [4.566507, -1.024591, 1.699254], [4.449067, -0.779421, -0.114476], [3.369387, 0.124829, -0.382096], [4.548657, -2.100081, -0.692766], [6.061457, 0.171539, -0.208196], [7.394707, -0.705121, 1.397754], [7.416337, 0.959749, 1.416584], [5.119677, 0.990279, 2.276204], [5.710507, -0.233971, 3.265184], [3.562457, -1.094381, 2.117724], [4.986287, -2.025831, 1.796244], [5.722597, 1.189609, -0.400026], [6.627037, -0.168531, -1.075706], [-2.603703, -3.349731, 1.198684], [-3.994463, -3.566801, 1.775894], [-3.963493, -4.527261, 3.017394], [-2.242283, -4.470601, 3.642694], [-1.500913, -5.689171, 3.397724], [-2.296293, -3.790241, 4.959944], [-1.659893, -3.229041, 2.367804], [-2.444463, -2.453101, 0.599684], [-2.397453, -4.254531, 0.626924], [-4.607943, -4.034391, 1.005764], [-4.537973, -2.662001, 2.047974], [-4.210603, -5.552911, 2.743404], [-4.575673, -4.262081, 3.879374], [-0.658063, -3.523971, 2.055634], [-1.644713, -2.263521, 2.873414], [2.436447, 2.773169, -2.239836], [1.804647, 3.091669, -3.645326], [1.455567, 4.573299, -3.655486], [3.053787, 5.285609, -3.129356], [2.908707, 6.605429, -2.535796], [4.053167, 5.006739, -4.166936], [3.293627, 4.024639, -1.817366], [3.163917, 1.962269, -2.276126], [1.758137, 2.428619, -1.459266], [0.944157, 2.448429, -3.829466], [2.448757, 2.776229, -4.466126], [0.721677, 4.753179, -2.869906], [1.165507, 5.011239, -4.610556], [2.744737, 4.373059, -0.942486], [4.323307, 3.891059, -1.485676], [-0.768633, 4.448289, 4.421014], [0.388127, 5.316999, 5.041094], [1.159817, 5.854419, 3.808134], [1.444427, 4.412029, 2.660284], [2.455147, 3.535779, 3.258494], [1.545097, 4.818199, 1.257344], [-0.291323, 3.739399, 3.126584], [-1.571583, 5.157189, 4.218944], [-1.143183, 3.800409, 5.213524], [1.066217, 4.686309, 5.616014], [0.026797, 6.066379, 5.745344], [2.199367, 6.168219, 3.902824], [0.609337, 6.590089, 3.221744], [-0.252103, 2.650539, 3.095864], [-0.876963, 4.011459, 2.248454], [2.529067, -0.847191, -4.388866], [3.907657, -0.890211, -4.041836], [4.613527, -1.859211, -4.985046], [3.402077, -3.362361, -5.087706], [3.714887, -4.257761, -3.938856], [3.174307, -3.838701, -6.451406], [1.977987, -2.306021, -4.563336], [2.516677, -0.281131, -5.320276], [1.886617, -0.356481, -3.657736], [4.010247, -1.330131, -3.049846], [4.394117, 0.084949, -4.019376], [5.602267, -2.234821, -4.721556], [4.555617, -1.368711, -5.956716], [1.410507, -2.805411, -3.778046], [1.320027, -2.207051, -5.426696], [-6.340693, 1.445369, 1.920574], [-5.039743, 1.393019, 1.023894], [-4.821383, -0.090301, 0.509724], [-6.497943, -0.634061, 0.160644], [-6.589653, -2.026591, 0.593534], [-6.904693, -0.145541, -1.189786], [-7.302223, 0.396289, 1.422094], [-6.721123, 2.466409, 1.949614], [-6.103573, 1.204889, 2.956934], [-4.223203, 1.900669, 1.537364], [-5.232033, 2.054059, 0.178824], [-4.558313, -0.667101, 1.396414], [-4.172553, -0.283441, -0.344566], [-7.437393, -0.247751, 2.291024], [-8.305373, 0.627259, 1.063704], [3.021217, -7.005431, -0.295756], [2.229307, -6.852341, 1.009304], [1.010527, -5.937781, 0.873364], [1.611947, -4.577151, -0.225146], [2.181797, -3.509031, 0.547904], [0.580337, -4.221261, -1.207666], [2.955707, -5.647891, -1.011486], [2.619567, -7.815201, -0.904896], [4.014007, -7.377161, -0.042216], [2.856837, -6.408331, 1.782074], [1.943737, -7.841061, 1.368464], [0.636637, -5.367911, 1.723984], [0.198487, -6.435511, 0.343294], [3.858977, -5.060351, -1.175816], [2.676607, -5.858071, -2.043976], [0.069457, 0.231799, 0.600134], [-1.205183, 1.052279, 0.525244], [-1.446003, 1.515279, -0.895996], [-1.177633, -0.065461, -1.820046], [-0.566473, 0.255109, -3.099026], [-2.396013, -0.904911, -1.706576], [0.084757, -0.732891, -0.611366], [0.189767, -0.395611, 1.483314], [0.952047, 0.871379, 0.607884], [-1.324153, 1.877679, 1.227144], [-2.019453, 0.363989, 0.751784], [-0.704233, 2.258649, -1.188006], [-2.467903, 1.834399, -1.100946], [0.965207, -0.573741, -1.233916], [0.104467, -1.818451, -0.515066]], "atomic_forces_ev_per_a": [[-0.397, -0.512, 0.339], [1.288, 1.239, -1.618], [2.129, 0.036, -1.651], [-0.787, -1.224, 0.600], [-2.265, -1.939, 3.804], [1.651, -0.575, -1.315], [-1.009, 3.227, -1.175], [0.263, 0.166, -0.157], [-0.101, -0.061, 0.030], [0.134, 0.132, -0.036], [-0.597, 0.389, 0.266], [0.189, -0.054, 0.278], [-0.321, -0.912, 0.727], [-0.834, 0.875, -0.088], [0.889, -0.685, -1.250], [-0.672, -0.719, -0.067], [1.704, -1.578, 0.909], [-0.912, 1.050, 0.630], [-0.740, -0.997, -1.991], [-0.298, 1.238, 0.792], [0.000, 0.042, -0.101], [0.181, -0.110, 0.371], [-0.093, -0.179, -0.483], [-0.089, 0.591, 0.649], [0.457, 0.303, 0.333], [0.344, 0.177, 0.433], [0.040, -1.796, -2.324], [0.263, -0.095, 2.873], [1.007, -2.786, 0.372], [-0.418, -0.044, 0.505], [-2.619, 3.502, -0.627], [2.628, -2.866, 1.051], [0.364, 1.283, -1.797], [0.193, -0.274, 0.584], [0.248, 0.669, 0.049], [-0.632, 0.267, 0.321], [0.166, 1.122, -0.639], [-1.475, 1.158, 0.318], [0.347, 0.058, -0.801], [-0.291, -1.388, 1.292], [-1.420, 0.935, -0.108], [0.433, -0.264, -1.016], [1.707, -0.784, 2.689], [-0.485, 0.308, -0.811], [-0.027, 0.694, -0.764], [-0.442, 0.143, 0.032], [-0.021, -0.508, -0.852], [-0.511, 0.499, -0.387], [-0.407, 0.114, -0.161], [1.139, -0.136, -0.134], [0.027, 0.571, 0.075], [0.112, -0.083, -0.083], [0.004, 0.035, -0.081], [0.078, -0.171, 0.247], [0.002, -0.141, 0.951], [-1.304, -0.340, 0.324], [0.718, -0.133, -0.411], [0.008, 2.730, 0.051], [-0.385, -0.160, 0.475], [0.342, -1.520, -1.681], [0.347, -1.144, 0.663], [-0.555, -0.183, -0.423], [0.467, 0.208, -0.241], [-0.180, 0.083, 0.095], [0.302, 0.080, 0.045], [0.225, -0.013, -0.045], [-0.018, 0.298, -0.278], [0.078, 0.194, 0.460], [-0.043, -0.040, -0.134], [1.943, 0.112, -1.076], [-0.393, -1.164, 0.457], [0.898, -0.234, 0.044], [0.759, -0.732, 0.688], [0.099, -0.755, -0.754], [-1.166, 0.639, 0.828], [-2.023, 0.109, 0.602], [-0.269, -0.326, -0.509], [-0.352, 0.584, -0.107], [-0.411, 0.193, 0.352], [0.483, 0.528, 0.146], [0.013, 0.396, -0.043], [0.036, -0.088, 0.085], [0.286, 0.743, 0.051], [0.007, -0.112, -0.674], [0.665, 0.619, 0.424], [0.753, -0.843, -1.350], [0.727, -0.484, -0.579], [-1.711, -0.396, 1.673], [-0.778, 0.928, -0.783], [-0.143, -0.423, 1.297], [0.702, 0.352, -0.864], [-0.108, -0.203, -0.402], [0.061, -0.380, -0.360], [0.048, -0.123, -0.056], [-0.102, 0.207, -0.449], [-0.138, 0.411, 0.640], [-0.057, 0.004, 0.044], [0.225, 0.050, 0.550], [-0.198, 0.231, 0.110], [-2.908, -0.555, -0.359], [3.432, -1.413, 2.285], [-1.142, -0.682, -0.769], [-0.072, 1.209, 1.725], [-0.299, 1.037, -2.214], [0.659, 0.155, 1.393], [0.145, 0.595, -1.622], [-0.883, -0.196, -0.340], [0.125, 0.278, -0.058], [0.140, 0.179, 0.364], [0.074, 0.040, -0.159], [-0.172, 0.161, -0.018], [0.452, -0.518, -0.413], [0.447, 0.325, 0.394], [-0.069, -0.626, -0.059], [1.275, 0.470, -0.503], [-0.818, 0.096, -0.626], [-0.706, 1.537, 1.306], [0.036, 0.578, -0.701], [-0.393, 0.794, -1.046], [0.609, -1.191, 2.187], [-0.583, -1.070, 0.472], [-0.094, -0.086, -0.297], [0.208, -0.023, -0.040], [0.296, -0.621, 0.083], [0.008, -0.151, -0.277], [0.291, -0.320, -0.248], [0.004, 0.216, 0.056], [-0.282, -0.532, -0.422], [0.262, 0.515, -0.176], [-0.192, 0.545, 0.563], [-0.306, -0.077, 1.072], [0.367, 0.777, -1.298], [-0.375, -1.842, -1.709], [0.227, 0.089, 0.552], [0.963, -0.296, 0.893], [-0.303, 0.099, -1.069], [-0.389, 0.288, -0.147], [0.219, 0.498, -0.054], [0.293, -0.047, 0.013], [-0.162, 0.076, 0.148], [0.125, -0.641, 0.387], [-0.084, 0.193, -0.003], [0.089, 0.061, 0.785], [-0.561, 0.431, 0.002], [0.628, -0.742, -0.141], [-1.116, -0.355, 0.425], [0.180, -1.047, -0.170], [-0.582, -0.474, 1.606], [-0.432, -0.520, 0.192], [1.522, 1.234, -0.552], [0.497, 1.243, -1.797], [-0.431, 0.227, 0.310], [0.100, 0.027, -0.350], [0.398, -0.028, 0.018], [-0.284, -0.030, 0.204], [-0.022, -0.117, -0.373], [0.083, 0.087, 0.010], [0.380, 0.214, 0.234], [-0.861, 0.077, 0.446]], "mulliken_charge": [-1.524, 0.368, 0.120, 0.052, 0.358, -0.663, -0.353, 0.412, 0.359, 0.359, 0.298, 0.213, 0.057, -1.657, 0.591, -0.639, 0.356, 0.231, -0.579, -0.472, 0.413, 0.372, 0.409, 0.245, 0.340, 0.273, -1.359, 0.568, -0.781, -0.101, 0.485, -0.554, -0.308, 0.411, 0.342, 0.338, 0.233, 0.287, 0.393, -0.764, -0.810, -0.526, 1.237, -0.506, -0.695, -0.673, 0.281, 0.432, 0.203, 0.470, 0.237, 0.332, 0.179, 0.450, 0.431, -0.423, -0.893, 1.282, -0.630, -0.736, 0.441, -0.629, 0.354, 0.581, -0.102, 0.357, 0.420, -0.673, 0.399, 1.069, -0.679, -0.304, 1.033, -0.668, -0.644, -0.572, -0.441, -0.547, 0.347, 0.447, -0.185, 0.555, 0.080, 0.555, -0.770, -0.671, -0.798, 0.896, -0.639, -0.494, 0.603, 0.318, 0.369, 0.297, 0.396, 0.485, 0.321, 0.367, -0.713, 0.174, -0.055, -1.179, 0.946, -0.509, -0.675, -0.648, 0.409, -0.533, -0.121, 0.534, 0.484, 0.446, 0.318, 0.426, -1.024, 0.042, -0.146, 1.149, -0.697, -0.666, -0.623, 0.402, 0.360, 0.193, -0.079, 0.296, -0.098, 0.280, 0.509, -0.851, -0.320, 0.041, 1.258, -0.240, -0.826, -0.764, 0.317, 0.369, -0.072, 0.511, -0.575, 0.452, 0.432, 0.365, -0.465, 0.803, 1.251, 1.057, -0.774, -0.658, 0.465, 0.448, 0.173, -0.222, -0.607, -0.235, -0.761, -0.268, -0.152], "smiles": "C[C@H]1COC(=O)O1.C[C@H]1COC(=O)O1.C[C@H]1COC(=O)O1.O=S1(=O)CCCC1.O=S1(=O)CCCC1.O=S1(=O)CCCC1.O=S1(=O)CCCC1.O=S1(=O)CCCC1.O=S1(=O)CCCC1.O=S1(=O)CCCC1.O=S1(=O)CCCC1", "spin_multiplicity": 1, "e_homo_ev": -9.83, "largest_force_ha_per_bohr": 0.094}


(2)
{"formula": "C5H12N2O2", "method": "ωB97M-V/def2-TZVPD", "species": ["C", "C", "O", "O", "H", "H", "H", "H", "C", "C", "N", "N", "C", "H", "H", "H", "H", "H", "H", "H", "H"], "xyz": [[-0.887410, -1.627576, 1.314371], [-1.072888, -0.262597, 0.650326], [-2.456886, -0.014232, 0.595511], [-0.342502, 0.749671, 1.237463], [-2.560422, 0.945258, 0.618729], [-1.377960, -2.405251, 0.732212], [-1.339274, -1.563400, 2.301362], [0.169028, -1.858930, 1.439630], [0.806048, 2.168698, -0.560913], [0.718409, 0.718495, -0.173092], [1.940255, 0.104194, -0.030691], [-0.057334, -1.359697, -1.472083], [-0.385775, -0.140820, -0.793644], [1.896593, -0.857449, 0.284266], [2.648412, 0.651154, 0.439869], [0.475221, -1.216949, -2.319619], [0.389637, -2.052366, -0.889392], [-1.028863, 0.470089, -1.429397], [1.142444, 2.239865, -1.596006], [-0.180366, 2.608786, -0.431840], [1.503633, 2.703057, 0.082937]], "atomic_forces_ev_per_a": [[-0.233, 0.479, -0.138], [0.221, -1.008, -1.856], [-0.019, 0.166, 0.399], [1.710, 0.362, -1.211], [0.021, -0.050, -0.013], [-0.037, -0.058, 0.036], [-0.011, -0.091, 0.084], [0.079, -0.024, -0.019], [-0.125, -0.253, 0.175], [-0.988, 0.638, 1.241], [-0.208, -0.026, 0.418], [-0.179, -0.043, -0.167], [-0.570, -0.357, 1.255], [0.171, 0.185, -0.076], [-0.091, -0.133, 0.047], [0.028, -0.043, 0.079], [0.045, 0.036, -0.030], [0.076, -0.001, -0.002], [-0.041, 0.091, -0.035], [0.097, 0.101, -0.197], [0.054, 0.026, 0.008]], "nbo_charge": [-0.657, 0.529, -0.727, -0.655, 0.476, 0.222, 0.234, 0.188, -0.647, 0.447, -0.807, -0.829, -0.146, 0.381, 0.386, 0.369, 0.357, 0.203, 0.222, 0.235, 0.217], "smiles": "C[C@@]1(N)O[C@@](C)(O)[C@@H]1N", "spin_multiplicity": 1, "e_homo_ev": -9.00, "largest_force_ha_per_bohr": 0.041}


(3)
{"formula": "C3H4N2O", "method": "ωB97M-V/def2-TZVPD", "species": ["O", "C", "N", "N", "C", "C", "H", "H", "H", "H"], "xyz": [[2.402532, 0.035587, 0.011907], [1.046370, 0.116658, 0.021252], [0.353722, -1.036198, -0.130318], [-0.907886, -0.804963, -0.088644], [-1.072929, 0.793774, 0.108509], [0.292421, 1.271365, 0.173195], [2.622242, -0.896612, -0.126574], [-1.455213, -1.657281, -0.237685], [-1.653175, 0.989531, 1.021685], [-1.628080, 1.188135, -0.753329]], "atomic_forces_ev_per_a": [[0.031, -0.214, -0.043], [-0.183, 0.089, 0.023], [-0.100, 0.385, 0.054], [0.279, 0.645, 0.070], [-0.073, -1.218, -0.158], [-0.026, -0.229, -0.020], [0.118, 0.181, 0.033], [-0.292, 0.860, 0.137], [0.138, -0.259, -0.205], [0.108, -0.240, 0.110]], "nbo_charge": [-0.661, 0.228, -0.139, -0.337, -0.378, -0.130, 0.479, 0.407, 0.265, 0.266], "spin_multiplicity": 1, "e_homo_ev": -8.67, "largest_force_ha_per_bohr": 0.024}


Computed lowest unoccupied orbital energy (Ha) in order:
0.0065 0.0289 -0.0160
Computed relative energy (zero: lowest compared OMol25 entry of this formula, charge and spin) (kcal per mole) in order:
56.2 43.2 105.6